*a*
{"formula": "C4H2N2O", "method": "ωB97M-V with the def2-TZVPD basis set", "smiles": "N#Cc1ccon1", "total_charge": 0, "homo_ev": -10.40, "homo_lumo_gap_ev": 9.737, "lumo_energy_ev": -0.66, "species": ["O", "N", "N", "C", "C", "C", "C", "H", "H"], "coordinates": [[1.17, -0.18, 1.45], [-1.64, 0.98, -2.17], [0.76, 0.93, 0.65], [-0.13, 0.26, -0.21], [-0.69, 0.99, -1.24], [0.55, -1.43, 1.08], [-0.23, -1.14, -0.02], [0.91, -2.28, 1.72], [-1.07, -1.73, -0.36]], "mulliken_charge": [-0.136, -0.417, -0.318, 0.701, 0.104, -0.092, -0.538, 0.374, 0.322]}

=====

*b*
{"formula": "C4H2N2O", "method": "ωB97M-V with the def2-TZVPD basis set", "smiles": "N#CC#CC(N)=O", "total_charge": 0, "homo_ev": -11.03, "homo_lumo_gap_ev": 10.576, "lumo_energy_ev": -0.45, "species": ["O", "N", "N", "C", "C", "C", "C", "H", "H"], "coordinates": [[2.15, 1.10, 0.52], [1.41, -0.41, -1.03], [-3.73, -0.35, 1.10], [1.27, 0.44, 0.01], [-1.30, 0.29, 0.76], [-2.63, -0.02, 0.98], [-0.13, 0.45, 0.48], [0.63, -0.94, -1.39], [2.33, -0.55, -1.43]], "mulliken_charge": [-0.550, -0.348, -0.396, -0.011, 0.274, -0.415, 1.000, 0.222, 0.223]}

=====

Most stable structure, least stable structure: *b*, *a*.

=====

*a*
{"formula": "C5H9ClN2O2S", "method": "ωB97M-V with the def2-TZVPD basis set", "total_charge": 0, "homo_ev": -8.47, "homo_lumo_gap_ev": 8.550, "lumo_energy_ev": 0.08, "species": ["Cl", "S", "O", "O", "N", "N", "C", "C", "C", "C", "C", "H", "H", "H", "H", "H", "H", "H", "H", "H"], "coordinates": [[-3.89, -1.06, 0.37], [-0.93, -1.22, 0.02], [-1.40, 1.68, -0.16], [-3.61, 1.66, -0.17], [-2.51, 1.09, -0.11], [-0.17, -0.66, -1.30], [1.26, -0.49, -1.40], [0.08, -0.34, 1.51], [2.01, -0.32, -0.04], [1.21, 0.47, 0.87], [-2.44, -0.26, -0.23], [1.81, 0.89, 1.71], [1.42, 0.42, -2.11], [-0.63, 0.32, 2.07], [-0.65, 0.17, -1.68], [3.06, 0.06, -0.20], [2.33, -1.35, 0.31], [0.95, 1.34, 0.28], [0.40, -1.07, 2.27], [1.72, -1.35, -2.01]], "mulliken_charge": [-0.174, 0.169, -0.639, -0.620, 0.868, -0.239, -0.580, -0.681, -0.712, -0.280, -0.083, 0.398, 0.316, 0.344, 0.436, 0.311, 0.292, 0.145, 0.470, 0.260]}

=====

*b*
{"formula": "C5H9ClN2O2S", "method": "ωB97M-V with the def2-TZVPD basis set", "smiles": "[O-]/[N+](O)=C(/Cl)CCCCN=S", "total_charge": 0, "homo_ev": [-8.65, -8.65], "homo_lumo_gap_ev": [7.154, 7.159], "lumo_energy_ev": [-1.49, -1.49], "species": ["Cl", "S", "O", "O", "N", "N", "C", "C", "C", "C", "C", "H", "H", "H", "H", "H", "H", "H", "H", "H"], "coordinates": [[-2.04, -0.03, -1.84], [-1.81, 2.44, 0.59], [-2.87, -0.37, 0.93], [-0.94, -1.31, 1.66], [-1.56, -0.88, 0.66], [-0.66, 1.62, -0.05], [0.54, 1.42, 0.66], [1.60, 0.67, -0.14], [-1.13, -0.77, -0.54], [1.44, -0.82, -0.13], [0.22, -1.35, -0.95], [-2.88, 0.44, 0.30], [2.30, -1.14, -0.79], [2.59, 1.04, 0.13], [0.41, -1.35, -1.97], [0.72, 0.84, 1.63], [1.60, -1.26, 0.79], [0.04, -2.40, -0.71], [1.58, 0.73, -1.18], [0.86, 2.47, 0.94]], "mulliken_charge": [-0.082, -0.091, -0.428, -0.698, 0.931, -0.115, -0.245, -0.880, -0.063, -0.649, -1.071, 0.292, 0.298, 0.347, 0.578, 0.236, 0.445, 0.329, 0.386, 0.479]}

=====

Most stable structure, least stable structure: *a*, *b*.

=====

*a*
{"formula": "C7H12N3", "method": "ωB97M-V with the def2-TZVPD basis set", "smiles": "Cn1cccc/c1=[N+](/C)N", "total_charge": 1, "homo_ev": -12.03, "homo_lumo_gap_ev": 8.080, "lumo_energy_ev": -3.95, "species": ["N", "N", "N", "C", "C", "C", "C", "C", "C", "C", "H", "H", "H", "H", "H", "H", "H", "H", "H", "H", "H", "H"], "coordinates": [[1.00, -1.30, 2.22], [0.86, -0.30, 1.27], [-0.51, 0.49, -0.98], [-0.11, -0.22, 0.24], [-1.27, -2.29, -0.70], [-0.91, 2.06, -1.41], [-1.07, -1.73, -1.98], [-0.75, -1.55, 0.33], [-0.88, -0.36, -2.00], [1.64, 0.86, 1.65], [2.06, 1.43, 0.76], [-0.87, -2.09, 1.25], [-2.06, 2.00, -1.71], [-1.06, 0.15, -3.04], [-1.68, -3.22, -0.70], [1.41, -2.10, 1.82], [1.20, 1.69, 2.21], [-0.95, 2.61, -0.53], [-0.39, 2.31, -2.25], [1.47, -0.80, 2.95], [-1.23, -2.22, -2.84], [2.40, 0.62, 2.26]], "mulliken_charge": [-0.668, 0.322, 0.026, 0.487, -0.448, -0.867, -0.736, -0.566, -0.005, -1.055, 0.317, 0.401, 0.368, 0.289, 0.551, 0.242, 0.382, 0.366, 0.382, 0.276, 0.502, 0.434]}

=====

*b*
{"formula": "C7H12N3", "method": "ωB97M-V with the def2-TZVPD basis set", "total_charge": 1, "homo_ev": [-13.12, -13.12], "homo_lumo_gap_ev": [7.217, 7.211], "lumo_energy_ev": [-5.91, -5.91], "species": ["N", "N", "N", "C", "C", "C", "C", "C", "C", "C", "H", "H", "H", "H", "H", "H", "H", "H", "H", "H", "H", "H"], "coordinates": [[1.16, 0.12, -0.90], [-1.51, -1.11, 0.69], [-0.71, 0.77, 1.77], [-0.28, 1.50, 0.61], [1.16, 1.12, 0.11], [-1.35, -0.35, 1.82], [-0.67, -1.55, -0.25], [-1.07, -2.86, -0.86], [1.86, 2.35, -0.45], [0.48, -0.94, -0.94], [-2.34, -1.70, 0.78], [-0.51, 1.20, 2.67], [0.74, -1.56, -1.80], [1.25, 2.83, -1.21], [-0.98, 1.33, -0.22], [-0.21, -3.42, -1.20], [-1.63, -3.48, -0.15], [2.07, 3.07, 0.34], [-1.71, -2.70, -1.73], [-0.28, 2.57, 0.85], [2.80, 2.06, -0.90], [1.73, 0.74, 0.97]], "mulliken_charge": [-0.435, -0.069, 0.100, -1.139, 0.662, -0.314, 1.179, -1.634, -1.599, -0.356, 0.336, 0.280, 0.329, 0.367, 0.475, 0.432, 0.474, 0.433, 0.344, 0.437, 0.406, 0.292]}

=====

Most stable structure, least stable structure: *b*, *a*.

=====

*a*
{"formula": "C5H10OS2", "method": "ωB97M-V with the def2-TZVPD basis set", "smiles": "CCSSCCC=O", "total_charge": 0, "homo_ev": -8.79, "homo_lumo_gap_ev": 9.530, "lumo_energy_ev": 0.74, "species": ["S", "S", "O", "C", "C", "C", "C", "C", "H", "H", "H", "H", "H", "H", "H", "H", "H", "H"], "coordinates": [[-0.85, -0.35, -0.08], [-0.28, -1.35, 1.55], [-3.17, 1.28, -1.85], [1.54, -1.98, 1.48], [1.85, -2.21, -0.01], [-1.19, 2.17, -0.95], [-2.65, 1.72, -0.85], [-0.24, 1.37, -0.03], [2.89, -2.52, -0.11], [1.43, -2.89, 2.08], [-0.77, 2.05, -1.97], [0.77, 1.31, -0.43], [2.38, -1.40, 1.90], [1.07, -2.91, -0.28], [1.78, -1.27, -0.61], [-0.15, 1.90, 0.95], [-3.26, 1.83, 0.05], [-1.15, 3.25, -0.84]], "mulliken_charge": [-0.074, -0.118, -0.462, -0.392, -1.035, -0.539, -0.081, -0.510, 0.358, 0.329, 0.262, 0.290, 0.303, 0.338, 0.215, 0.374, 0.351, 0.392]}

=====

*b*
{"formula": "C5H10OS2", "method": "ωB97M-V with the def2-TZVPD basis set", "total_charge": 0, "homo_ev": -8.74, "homo_lumo_gap_ev": 9.357, "lumo_energy_ev": 0.62, "species": ["S", "S", "O", "C", "C", "C", "C", "C", "H", "H", "H", "H", "H", "H", "H", "H", "H", "H"], "coordinates": [[-1.97, 0.22, -0.62], [0.66, -1.29, -0.18], [1.41, 1.60, 0.42], [-0.13, 0.26, -0.21], [0.62, 1.29, -0.76], [-2.20, -0.79, 0.89], [0.27, 1.02, 1.13], [2.53, -0.85, -0.06], [-0.41, 1.93, 1.18], [2.85, -0.99, 0.98], [1.14, 0.90, -1.72], [-1.41, -0.44, 1.80], [2.87, -1.91, -0.57], [-3.22, -0.92, 1.10], [0.46, 0.13, 1.77], [-1.90, -1.85, 0.41], [-0.12, 2.05, -1.01], [2.98, -0.08, -0.56]], "mulliken_charge": [-0.049, -0.022, -0.411, 0.602, -1.030, -0.728, -0.919, -0.893, 0.340, 0.287, 0.293, 0.144, 0.274, 0.431, 0.552, 0.231, 0.511, 0.387]}

=====

Most stable structure, least stable structure: *a*, *b*.

=====

*a*
{"formula": "C2H8S4", "method": "ωB97M-V with the def2-TZVPD basis set", "smiles": "CSS.CSS", "total_charge": 0, "homo_ev": -8.20, "homo_lumo_gap_ev": 8.553, "lumo_energy_ev": 0.35, "species": ["S", "S", "S", "S", "C", "C", "H", "H", "H", "H", "H", "H", "H", "H"], "coordinates": [[-1.14, -2.31, -1.13], [1.58, 0.58, -0.15], [-0.89, -2.53, 0.95], [2.61, 2.26, -0.80], [0.62, 1.40, 1.22], [-1.79, -0.64, -1.18], [-0.28, -3.78, 1.12], [-2.47, -0.43, -2.02], [-0.96, 0.06, -1.13], [1.31, 1.77, 2.02], [-2.44, -0.33, -0.33], [-0.17, 2.00, 0.71], [0.25, 0.38, 1.54], [3.76, 1.58, -0.83]], "mulliken_charge": [-0.031, -0.021, -0.241, -0.229, -0.624, -0.719, 0.166, 0.340, 0.156, 0.355, 0.306, 0.309, 0.099, 0.136]}

=====

*b*
{"formula": "C2H8S4", "method": "ωB97M-V with the def2-TZVPD basis set", "smiles": "CSS.CSS", "total_charge": 0, "homo_ev": -8.78, "homo_lumo_gap_ev": 9.328, "lumo_energy_ev": 0.55, "species": ["S", "S", "S", "S", "C", "C", "H", "H", "H", "H", "H", "H", "H", "H"], "coordinates": [[2.20, 1.14, 1.89], [2.23, 3.69, 4.32], [1.57, -0.52, 0.71], [3.77, 3.72, 5.66], [4.97, 2.63, 4.92], [0.00, 0.00, 0.00], [0.15, 0.99, -0.46], [4.45, 1.68, 4.74], [-0.82, 0.07, 0.73], [5.36, 3.01, 3.96], [5.83, 2.43, 5.59], [2.66, 1.98, 0.94], [1.24, 3.07, 5.00], [-0.29, -0.72, -0.79]], "mulliken_charge": [-0.147, -0.219, -0.092, -0.071, -0.689, -0.716, 0.262, 0.238, 0.279, 0.263, 0.296, 0.158, 0.172, 0.266]}

=====

Most stable structure, least stable structure: *b*, *a*.